No. 1
C36H45B3F4INO5 | ωB97M-V/def2-TZVPD

## Properties
gap between HOMO and LUMO	9.418	eV
HOMO level	-9.10	eV

The geometry in ORCA input format:
```
! wB97M-V def2-TZVPD RIJCOSX def2/J DEFGRID3
* xyz 0 1
I -1.770 0.380 2.635
F 3.021 3.703 1.493
F 2.701 0.090 -2.898
F -2.306 -8.977 -4.926
F -1.344 6.872 -0.063
O -0.174 -3.043 0.511
O -2.526 -2.718 0.782
O -3.408 -1.877 -1.306
O 3.766 -3.301 3.550
O -1.627 -3.424 -1.303
N 4.250 -2.201 1.520
C 1.822 3.142 -1.184
C -2.821 -7.794 -4.529
C 0.063 2.544 -2.711
C -4.127 -7.492 -4.855
C 2.137 7.644 0.501
C 2.463 3.593 2.717
C 1.397 2.733 2.891
C 0.824 2.631 4.149
C 0.579 3.399 -1.747
C -4.652 -6.276 -4.443
C -0.155 7.504 -0.133
C 0.781 1.426 -3.111
C -4.551 0.000 -2.921
C 3.060 -2.778 0.805
C -3.869 -5.385 -3.722
C 2.678 -1.906 -0.397
C -0.042 8.634 -0.917
C -0.792 -1.217 3.679
C 2.387 4.244 5.005
C -2.557 -5.709 -3.407
C 2.014 1.193 -2.535
C 2.117 -2.732 -1.581
C 0.912 6.999 0.580
C 4.296 -0.963 3.683
C 0.651 -2.364 -1.856
C -1.249 -3.571 2.796
C 2.274 8.786 -0.276
C 1.316 3.385 5.206
C 2.550 2.030 -1.580
C -4.799 0.127 -1.406
C -4.381 -1.110 -0.592
C 1.185 9.278 -0.982
C 4.078 -2.270 2.957
C -1.633 -2.480 3.812
C -2.025 -6.925 -3.811
C 2.971 4.352 3.751
B -1.299 -3.094 1.304
B -0.380 -2.976 -0.863
B -2.570 -2.660 -0.602
H -1.945 -4.402 2.893
H 3.516 1.804 -1.145
H 4.478 -0.162 2.980
H 0.014 4.268 -1.435
H 0.151 -1.401 3.178
H 5.168 -1.084 4.317
H -0.901 8.997 -1.465
H 1.956 -1.150 -0.103
H -5.676 -6.026 -4.686
H 0.344 -2.640 -2.863
H 1.289 10.168 -1.588
H -5.342 0.528 -3.449
H 3.306 -3.778 0.472
H 3.809 5.012 3.573
H 0.397 0.742 -3.856
H 5.034 -2.802 1.299
H -1.495 -2.885 4.812
H -1.006 -7.203 -3.573
H 0.527 -1.281 -1.807
H -0.011 1.960 4.302
H 2.769 4.835 5.825
H -3.629 0.495 -3.201
H 2.223 3.807 -0.439
H -0.262 -3.942 3.063
H -4.717 -8.200 -5.422
H 0.784 6.111 1.187
H -0.907 2.741 -3.149
H -2.694 -2.268 3.729
H -0.563 -0.815 4.657
H 2.236 -3.796 -1.414
H -4.194 0.953 -1.046
H -1.951 -5.011 -2.849
H 2.215 -2.813 1.480
H 3.230 9.289 -0.334
H 0.864 3.304 6.185
H -5.848 0.335 -1.243
H 3.556 -1.364 -0.732
H -4.281 -4.435 -3.405
H 1.026 2.159 2.051
H 2.985 7.252 1.046
H 2.677 -2.468 -2.473
H 3.429 -0.741 4.293
H -3.991 -0.779 0.363
H -5.252 -1.738 -0.425
H -4.559 -1.022 -3.271
*
```

Calculated atomic charges, method Mulliken, unit e:
1 I -0.05
2 F -0.33
3 F -0.36
4 F -0.32
5 F -0.33
6 O -0.02
7 O -0.32
8 O 0.05
9 O -0.56
10 O 0.20
11 N -0.33
12 C -0.46
13 C 0.40
14 C -0.56
15 C -0.55
16 C -0.26
17 C 0.20
18 C 0.11
19 C -0.09
20 C -0.58
21 C -0.33
22 C 0.27
23 C -0.34
24 C -0.92
25 C -0.27
26 C -0.71
27 C -0.25
28 C -0.57
29 C -0.80
30 C -0.38
31 C -0.09
32 C 0.35
33 C -1.09
34 C -0.32
35 C -1.05
36 C -0.73
37 C -0.65
38 C -0.63
39 C -0.79
40 C -0.46
41 C -0.53
42 C -0.16
43 C -0.28
44 C 0.63
45 C -0.64
46 C -0.64
47 C -0.54
48 B -0.17
49 B -0.08
50 B 0.32
51 H 0.35
52 H 0.47
53 H 0.32
54 H 0.46
55 H 0.20
56 H 0.34
57 H 0.42
58 H 0.16
59 H 0.37
60 H 0.32
61 H 0.36
62 H 0.38
63 H 0.37
64 H 0.45
65 H 0.48
66 H 0.28
67 H 0.43
68 H 0.45
69 H 0.28
70 H 0.09
71 H 0.38
72 H 0.17
73 H 0.61
74 H 0.29
75 H 0.41
76 H 0.57
77 H 0.41
78 H 0.35
79 H 0.55
80 H 0.54
81 H 0.27
82 H 0.63
83 H -0.22
84 H 0.38
85 H 0.40
86 H 0.37
87 H 0.51
88 H 0.44
89 H 0.43
90 H 0.39
91 H 0.42
92 H 0.25
93 H -0.01
94 H 0.32
95 H 0.19

***

No. 2
C5H6O2S | ωB97M-V/def2-TZVPD

## Properties
gap between HOMO and LUMO	9.539	eV
SMILES string	C#C[C@]1(O)[C@@H](O)[C@@H]1S
ΔE to the lowest compared entry with this formula, charge and spin	495.7	kJ/mol
HOMO level	-9.00	eV

The geometry in ORCA input format:
```
! wB97M-V def2-TZVPD RIJCOSX def2/J DEFGRID3
* xyz 0 1
S 0.790 -0.945 1.896
O 1.763 1.162 -1.388
O -0.990 1.397 -0.477
C 1.141 0.030 -0.817
C -0.347 0.128 -0.391
C 0.583 0.309 0.691
C -2.078 -1.792 -0.258
C -1.346 -0.919 -0.410
H -2.952 -2.438 -0.203
H 2.375 1.504 -0.716
H -0.378 -0.632 2.789
H 1.460 -1.054 -0.605
H 0.421 1.439 1.036
H -0.442 1.809 -1.148
*
```

Calculated atomic charges, method natural (NBO), unit e:
1 S -0.02
2 O -0.69
3 O -0.68
4 C 0.08
5 C 0.07
6 C -0.43
7 C -0.24
8 C 0.06
9 H 0.24
10 H 0.49
11 H 0.16
12 H 0.22
13 H 0.26
14 H 0.48

***

No. 3
C23H65O16 | ωB97M-V/def2-TZVPD

## Properties
gap between HOMO and LUMO	8.113	eV
HOMO level	-6.06	eV

The geometry in ORCA input format:
```
! wB97M-V def2-TZVPD RIJCOSX def2/J DEFGRID3
* xyz -1 1
O 6.161 -0.609 1.889
O -3.367 1.034 0.649
O -3.760 -4.048 3.982
O 0.653 -4.478 -2.434
O 4.359 4.264 1.550
O -0.821 0.240 -1.403
O -3.573 1.825 3.341
O -1.098 -0.079 -4.541
O -3.645 -0.539 -1.796
O -2.326 2.558 -2.401
O -1.251 -2.490 -2.868
O 1.524 4.336 -3.918
O 4.178 2.170 -0.630
O 4.541 -3.105 1.934
O 0.688 1.758 -3.305
O -0.369 2.794 -0.159
C -2.546 2.724 5.268
C 0.881 -0.247 0.302
C -1.425 0.938 3.965
C 2.275 -2.823 -3.130
C -0.479 -0.535 -0.320
C 1.983 2.172 -2.889
C 1.990 -3.984 -2.202
C 4.185 -1.832 2.500
C -2.231 3.603 -1.466
C 2.455 3.264 -3.809
C 2.104 -3.563 -0.737
C -0.791 3.811 -1.098
C -3.438 -1.840 3.049
C -4.598 0.758 -0.007
C -3.060 -3.320 2.982
C 5.416 -1.128 3.000
C 3.563 2.109 0.677
C -1.107 -1.402 -5.027
C -3.312 -3.929 1.609
C -2.310 2.170 3.882
C -1.950 -2.262 -4.109
C -4.585 -0.562 -0.725
C 4.450 2.836 1.657
H 4.788 4.568 0.743
H -2.292 -3.209 -4.534
H 1.191 -0.978 1.059
H -3.341 1.440 2.462
H 3.461 3.597 -3.500
H -2.964 -1.168 2.334
H -1.073 0.609 2.991
H 1.993 5.171 -3.914
H 1.360 -2.781 -0.573
H 4.243 2.591 2.705
H -2.680 4.494 -1.920
H -0.595 4.764 -0.591
H 2.629 1.291 -3.022
H -1.870 1.769 -2.034
H -2.845 -4.910 1.552
H -2.677 1.087 -0.039
H -4.380 -3.951 1.382
H 0.931 0.748 0.762
H -2.865 -3.268 0.865
H -4.405 -1.425 -0.072
H -0.090 -1.826 -4.995
H 1.683 -0.272 -0.449
H -3.289 3.520 5.314
H 2.591 2.605 0.595
H 1.644 -1.957 -2.904
H 2.657 -4.826 -2.415
H -2.819 3.425 -0.551
H -1.883 0.123 4.530
H -3.370 -3.876 4.840
H -1.757 2.897 3.272
H -0.136 3.772 -1.970
H 3.730 -1.239 1.697
H 3.469 1.062 0.947
H 5.470 2.450 1.492
H -0.460 -1.636 -0.535
H 6.027 -1.849 3.568
H -1.451 -1.392 -6.061
H -1.397 -1.714 -2.298
H 1.939 2.436 -1.826
H 3.291 -2.411 -3.012
H -3.374 -1.440 4.058
H -4.489 -1.730 2.724
H 0.043 -3.705 -2.518
H 6.831 -0.036 2.270
H 1.864 -4.402 -0.080
H -0.892 -0.115 -3.589
H -1.970 -3.369 3.152
H 5.202 -0.337 3.737
H -2.858 -1.705 -3.851
H 4.105 3.074 -0.952
H -2.740 -0.455 -1.423
H 3.465 -2.059 3.276
H -1.242 -0.516 0.486
H -0.282 1.957 -0.661
H -1.630 3.037 5.769
H -2.979 1.906 5.862
H 2.645 2.804 -4.794
H 5.222 -2.904 1.276
H -5.431 0.871 0.693
H 2.199 -3.105 -4.180
H -4.814 1.528 -0.766
H 0.318 1.178 -2.597
H -0.566 1.173 4.614
H 3.123 -3.264 -0.478
H -5.572 -0.706 -1.183
*
```

Results of the Mulliken charge analysis, in e, for atoms 1 through 99:
1 O -0.53
2 O -0.42
3 O -0.57
4 O -0.62
5 O -0.57
6 O 1.62
7 O -0.60
8 O -0.52
9 O -0.54
10 O -0.57
11 O -0.55
12 O -0.48
13 O -0.53
14 O -0.56
15 O -0.63
16 O -0.50
17 C -1.63
18 C -2.20
19 C -0.99
20 C -0.78
21 C 1.29
22 C 0.35
23 C 0.22
24 C -0.07
25 C -0.23
26 C -0.71
27 C -0.25
28 C -0.09
29 C -0.77
30 C -0.40
31 C 0.47
32 C -0.54
33 C 0.84
34 C -0.18
35 C -0.97
36 C 1.12
37 C -0.30
38 C -0.37
39 C -0.61
40 H 0.33
41 H 0.42
42 H 0.63
43 H 0.34
44 H 0.36
45 H 0.03
46 H -0.04
47 H 0.27
48 H -0.47
49 H 0.33
50 H 0.49
51 H 0.44
52 H 0.32
53 H 0.24
54 H 0.36
55 H 0.12
56 H 0.33
57 H 0.67
58 H 0.00
59 H -0.08
60 H 0.03
61 H 0.48
62 H 0.38
63 H 0.04
64 H -0.22
65 H 0.38
66 H -0.05
67 H 0.17
68 H 0.34
69 H 0.07
70 H -0.06
71 H -0.07
72 H -0.37
73 H 0.27
74 H -0.06
75 H 0.34
76 H 0.39
77 H -0.14
78 H -0.14
79 H 0.42
80 H 0.32
81 H 0.23
82 H 0.50
83 H 0.29
84 H 0.33
85 H 0.07
86 H 0.20
87 H 0.40
88 H 0.07
89 H 0.28
90 H -0.02
91 H 0.40
92 H -1.20
93 H -0.14
94 H 0.38
95 H 0.35
96 H 0.27
97 H 0.34
98 H 0.47
99 H 0.36

***

No. 4
C7H16Si | ωB97M-V/def2-TZVPD

## Properties
gap between HOMO and LUMO	10.389	eV
SMILES string	C=C[SiH2]C(CC)CC
ΔE to the lowest compared entry with this formula, charge and spin	469.8	kJ/mol
HOMO level	-9.40	eV

The geometry in ORCA input format:
```
! wB97M-V def2-TZVPD RIJCOSX def2/J DEFGRID3
* xyz 0 1
Si 1.551 0.080 -1.162
C -2.219 -1.186 0.607
C 2.083 -1.771 0.869
C 2.407 -0.686 0.265
C -0.680 -1.139 0.488
C -0.303 0.086 -0.370
C -0.603 1.472 0.332
C -0.557 2.593 -0.801
H 0.020 1.713 1.276
H 1.360 -2.478 0.216
H -0.091 1.958 -1.586
H -1.622 1.521 0.760
H -0.114 -1.987 0.157
H -2.860 -0.384 0.271
H 1.279 -0.921 -2.167
H -1.527 2.802 -1.138
H -0.994 0.150 -1.325
H -0.265 3.570 -0.723
H -2.461 -1.902 -0.092
H 2.442 1.280 -1.481
H -2.481 -1.549 1.621
H 3.299 -0.152 0.599
H 2.553 -1.999 1.788
H -0.216 -1.070 1.595
*
```

Calculated atomic charges, method natural (NBO), unit e:
1 Si 1.06
2 C -0.62
3 C -0.34
4 C -0.67
5 C -0.41
6 C -0.55
7 C -0.42
8 C -0.61
9 H 0.20
10 H 0.18
11 H 0.19
12 H 0.20
13 H 0.21
14 H 0.22
15 H -0.17
16 H 0.20
17 H 0.21
18 H 0.22
19 H 0.21
20 H -0.13
21 H 0.21
22 H 0.21
23 H 0.20
24 H 0.20